Record 1
Density functional theory data (the ωB97M-V functional and the def2-TZVPD basis) for a 7-piece molecular cluster, C16H35FN2O26S7 overall at a distorted geometry.

Last column: Löwdin charge in e.
Element x y z (Å)
N (0.660, 4.160, 0.745)  -0.0300
C (-0.610, 3.380, 0.765)  -0.3059
C (-0.515, 2.165, 1.803)  -0.1739
C (0.206, 0.935, 1.021)  -0.1910
C (0.527, -0.296, 1.990)  -0.2500
N (1.537, -0.009, 3.063)  -0.1198
S (2.939, 0.787, 2.483)  0.7832
O (4.024, 0.558, 3.492)  -0.3570
O (3.410, 0.337, 1.159)  -0.2760
F (2.618, 2.411, 2.491)  -0.1746
H (0.953, 4.432, 1.694)  0.0607
H (0.477, 5.005, 0.179)  0.0656
H (-0.859, 2.987, -0.286)  0.1084
H (-1.511, 4.027, 1.068)  0.1024
H (0.003, 2.436, 2.777)  0.1036
H (-1.585, 1.788, 2.006)  0.1107
H (-0.594, 0.560, 0.287)  0.0959
H (1.081, 1.272, 0.377)  0.1096
H (-0.459, -0.536, 2.538)  0.1365
H (0.758, -1.203, 1.350)  0.1033
H (1.890, -0.927, 3.400)  0.1049
C (-4.206, 3.580, -2.810)  -0.1566
C (-5.542, 3.078, -2.292)  -0.1963
O (-5.237, 2.416, -1.061)  -0.1725
S (-3.977, 3.155, -0.362)  0.6405
O (-4.477, 4.068, 0.614)  -0.2192
O (-2.984, 2.169, -0.068)  -0.2419
O (-3.490, 4.010, -1.651)  -0.1892
H (-3.637, 2.774, -3.282)  0.1344
H (-4.320, 4.403, -3.516)  0.1352
H (-6.026, 2.395, -2.986)  0.1329
H (-6.212, 3.904, -2.071)  0.0945
C (-9.327, 6.755, -4.367)  -0.1670
C (-8.027, 7.168, -3.696)  -0.1672
O (-7.789, 6.166, -2.706)  -0.1835
S (-8.370, 4.750, -3.235)  0.6529
O (-7.288, 4.004, -3.799)  -0.2532
O (-9.236, 4.216, -2.238)  -0.1959
O (-9.272, 5.330, -4.450)  -0.1824
H (-10.191, 7.028, -3.756)  0.1354
H (-9.434, 7.191, -5.361)  0.1377
H (-8.090, 8.154, -3.238)  0.1389
H (-7.193, 7.148, -4.403)  0.1339
C (-1.485, -2.054, -2.986)  -0.1617
C (-1.997, -3.425, -2.580)  -0.1746
O (-1.857, -3.466, -1.159)  -0.1834
S (-2.070, -1.976, -0.563)  0.6552
O (-3.418, -1.861, -0.111)  -0.2102
O (-0.947, -1.659, 0.262)  -0.2527
O (-1.932, -1.165, -1.958)  -0.1889
H (-0.392, -2.031, -3.004)  0.1346
H (-1.870, -1.741, -3.956)  0.1370
H (-1.435, -4.233, -3.046)  0.1005
H (-3.059, -3.536, -2.818)  0.1352
C (2.300, -6.172, -1.205)  -0.1616
C (1.559, -7.463, -1.507)  -0.1671
O (0.699, -7.147, -2.603)  -0.1887
S (1.414, -6.028, -3.532)  0.6487
O (2.046, -6.690, -4.626)  -0.2151
O (0.505, -4.940, -3.706)  -0.2371
O (2.560, -5.580, -2.480)  -0.1838
H (1.675, -5.483, -0.631)  0.1356
H (3.233, -6.347, -0.669)  0.1399
H (0.982, -7.821, -0.655)  0.1388
H (2.248, -8.248, -1.834)  0.1340
C (8.484, 1.413, 1.140)  -0.1773
C (8.940, 0.343, 2.119)  -0.1791
O (7.782, 0.028, 2.892)  -0.1929
S (6.460, 0.203, 1.963)  0.6723
O (6.094, -1.083, 1.462)  -0.2201
O (5.539, 1.057, 2.644)  -0.2950
O (7.163, 1.036, 0.755)  -0.1853
H (8.432, 2.394, 1.622)  0.1320
H (9.132, 1.474, 0.265)  0.1336
H (9.750, 0.686, 2.763)  0.1334
H (9.253, -0.564, 1.594)  0.1309
C (4.061, -3.055, 4.686)  -0.1689
C (4.951, -4.112, 5.317)  -0.1671
O (4.095, -5.237, 5.528)  -0.1903
S (2.974, -5.275, 4.358)  0.6341
O (3.407, -6.189, 3.350)  -0.2343
O (1.688, -5.353, 4.970)  -0.2212
O (3.193, -3.770, 3.803)  -0.1965
H (3.445, -2.558, 5.440)  0.1371
H (4.634, -2.308, 4.136)  0.1300
H (5.389, -3.779, 6.257)  0.1376
H (5.748, -4.417, 4.633)  0.1348

**Gap between HOMO and LUMO**: 8.781 eV
**Net charge**: 0
**E_tot**: -151928.4627 eV
**Structure (SMILES)**: NCCCCNS(=O)(=O)F.O=S1(=O)OCCO1.O=S1(=O)OCCO1.O=S1(=O)OCCO1.O=S1(=O)OCCO1.O=S1(=O)OCCO1.O=S1(=O)OCCO1

Record 2
Density functional theory data (the ωB97M-V functional and the def2-TZVPD basis) for C16H35FO20P2S2 as an isolated structure at a distorted geometry.

Last column: Löwdin charge in e.
Element x y z (Å)
O (5.133, -6.884, -1.757)  -0.3268
S (5.676, -5.576, -1.591)  0.8827
O (5.465, -5.185, -0.038)  -0.6863
P (6.846, -4.446, 0.639)  0.8348
P (6.088, -3.908, 2.605)  0.2250
O (7.231, -3.894, 3.517)  -0.2890
O (5.388, -2.482, 2.477)  -0.1575
O (4.957, -4.951, 3.031)  -0.1346
O (4.419, -4.470, -2.124)  -0.4175
S (4.280, -4.265, -3.678)  0.5122
O (3.647, -3.027, -3.900)  -0.2017
O (3.860, -5.456, -4.306)  -0.1995
F (5.797, -4.088, -4.010)  -0.1401
H (7.580, -5.560, 1.094)  -0.0533
H (4.672, -2.446, 1.820)  0.0906
H (4.047, -4.663, 2.873)  0.0888
C (0.655, -1.098, -4.732)  -0.0550
C (1.078, -1.302, -3.293)  -0.2155
O (0.333, -0.445, -2.404)  0.0249
C (-0.906, -0.854, -2.133)  -0.6058
O (-1.423, -1.875, -2.514)  0.1255
O (-1.491, 0.068, -1.360)  -0.0034
C (-2.860, -0.209, -1.056)  -0.0381
H (0.738, -0.045, -5.006)  0.0829
H (1.292, -1.686, -5.393)  0.0788
H (-0.379, -1.407, -4.884)  0.0770
H (2.121, -1.025, -3.163)  0.1079
H (0.966, -2.341, -2.986)  0.1201
H (-2.974, -1.203, -0.629)  0.0983
H (-3.471, -0.116, -1.953)  0.0974
H (-3.171, 0.533, -0.326)  0.0889
C (2.252, 2.453, -1.156)  -0.0530
C (1.922, 1.850, 0.191)  -0.2086
O (2.894, 0.864, 0.588)  0.0228
C (4.020, 1.350, 1.113)  -0.6080
O (4.272, 2.509, 1.321)  0.1287
O (4.805, 0.314, 1.429)  -0.0177
C (6.028, 0.666, 2.093)  -0.0316
H (2.366, 1.667, -1.905)  0.0729
H (1.451, 3.122, -1.470)  0.0850
H (3.181, 3.021, -1.114)  0.0780
H (0.976, 1.311, 0.149)  0.1173
H (1.846, 2.609, 0.968)  0.1222
H (5.820, 1.286, 2.963)  0.1004
H (6.710, 1.186, 1.423)  0.1005
H (6.470, -0.271, 2.415)  0.0739
C (-2.852, 3.506, 6.340)  -0.0652
C (-3.072, 2.043, 6.026)  -0.2112
O (-2.313, 1.622, 4.879)  0.0343
C (-1.019, 1.389, 5.104)  -0.6061
O (-0.452, 1.468, 6.166)  0.1224
O (-0.455, 1.038, 3.945)  0.0037
C (0.952, 0.804, 4.018)  -0.0360
H (-3.060, 4.119, 5.462)  0.0816
H (-3.511, 3.818, 7.150)  0.0802
H (-1.821, 3.689, 6.644)  0.0758
H (-4.110, 1.860, 5.754)  0.1220
H (-2.827, 1.409, 6.878)  0.1230
H (1.190, 0.087, 4.802)  0.0968
H (1.481, 1.739, 4.201)  0.1025
H (1.251, 0.403, 3.053)  0.0854
C (-9.081, 1.093, -4.199)  -0.0651
C (-9.141, 1.844, -2.887)  -0.2111
O (-7.934, 1.682, -2.123)  0.0355
C (-6.904, 2.433, -2.516)  -0.6053
O (-6.908, 3.237, -3.415)  0.1223
O (-5.860, 2.148, -1.733)  0.0004
C (-4.659, 2.846, -2.069)  -0.0427
H (-8.842, 0.043, -4.026)  0.0819
H (-10.042, 1.155, -4.709)  0.0802
H (-8.316, 1.511, -4.853)  0.0756
H (-9.928, 1.444, -2.251)  0.1221
H (-9.336, 2.905, -3.041)  0.1230
H (-4.827, 3.920, -2.118)  0.0972
H (-4.271, 2.490, -3.023)  0.1014
H (-3.944, 2.624, -1.283)  0.0812

**Gap between HOMO and LUMO**: 10.129 eV
**Net charge**: 0
**E_tot**: -101077.2530 eV

Record 3
Density functional theory data (the ωB97M-V functional and the def2-TZVPD basis) for C16H35N5O8Pd as an isolated structure at a distorted geometry.

Last column: Löwdin charge in e.
Element x y z (Å)
Pd (0.648, -0.231, 0.937)  1.0154
C (0.140, -0.997, 3.410)  -0.9201
O (-0.703, -0.449, 2.597)  -0.1724
O (1.322, -1.024, 2.872)  -0.1021
O (-0.149, -1.435, 4.543)  -0.0290
C (-2.520, 0.514, 0.630)  -0.3293
O (-1.467, 0.599, 0.018)  -0.0445
N (-3.757, 0.387, 0.110)  -0.1838
C (-4.895, 0.306, 1.026)  -0.0432
C (-4.023, 0.529, -1.305)  -0.0364
H (-2.510, 0.581, 1.726)  0.1230
H (-5.473, -0.578, 0.765)  0.0870
H (-5.513, 1.204, 0.935)  0.0850
H (-4.525, 0.319, 2.047)  0.0891
H (-4.270, -0.438, -1.749)  0.0916
H (-4.831, 1.251, -1.426)  0.0888
H (-3.134, 0.874, -1.818)  0.0666
C (-0.396, -3.468, 0.050)  -0.3000
O (0.110, -2.442, 0.448)  -0.0203
N (-1.589, -3.914, 0.491)  -0.1822
C (-1.980, -5.281, 0.195)  -0.0624
C (-2.353, -3.175, 1.490)  -0.0059
H (0.074, -4.162, -0.661)  0.1328
H (-1.479, -5.628, -0.711)  0.0795
H (-3.041, -5.391, -0.029)  0.0858
H (-1.685, -5.912, 1.036)  0.0938
H (-1.862, -2.213, 1.630)  0.0645
H (-3.337, -2.991, 1.045)  0.0860
H (-2.452, -3.752, 2.407)  0.1016
C (3.979, -1.082, 0.191)  -0.3009
O (2.918, -0.553, 0.457)  -0.0398
N (4.132, -2.112, -0.655)  -0.1800
C (5.459, -2.613, -0.955)  -0.0549
C (2.963, -2.637, -1.319)  -0.0429
H (4.884, -0.773, 0.725)  0.1430
H (5.617, -2.504, -2.034)  0.0858
H (5.488, -3.664, -0.655)  0.0906
H (6.286, -2.082, -0.492)  0.0833
H (2.601, -3.577, -0.912)  0.0881
H (2.193, -1.866, -1.310)  0.0665
H (3.095, -2.745, -2.402)  0.0913
C (1.537, 1.244, -2.068)  -0.3133
O (0.938, 0.475, -1.342)  -0.0411
N (0.943, 2.001, -3.006)  -0.1831
C (1.670, 2.783, -3.977)  -0.0745
C (-0.502, 1.999, -3.197)  -0.0306
H (2.623, 1.424, -2.013)  0.1458
H (1.516, 2.401, -4.991)  0.0909
H (2.755, 2.828, -3.864)  0.0857
H (1.339, 3.824, -3.940)  0.0882
H (-0.749, 0.998, -3.571)  0.1000
H (-1.047, 2.105, -2.264)  0.0750
H (-0.789, 2.724, -3.951)  0.0849
C (1.400, 3.155, 1.172)  -0.3045
O (1.444, 1.937, 1.277)  -0.0414
N (0.603, 3.911, 1.917)  -0.1733
C (0.565, 5.366, 1.853)  -0.0592
C (-0.286, 3.358, 2.933)  -0.0168
H (2.061, 3.661, 0.453)  0.1428
H (0.891, 5.724, 2.835)  0.0878
H (-0.452, 5.757, 1.772)  0.0857
H (1.169, 5.834, 1.080)  0.0838
H (0.019, 2.336, 3.153)  0.0907
H (-0.321, 3.892, 3.883)  0.0921
H (-1.293, 3.389, 2.511)  0.0951

**Energy relative to the best compared isomer or geometry (same formula, charge and spin)**: 0.232 eV
**Gap between HOMO and LUMO (spin up / spin down)**: 6.574 / 7.112 eV
**Net charge**: 0
**E_tot**: -44468.0603 eV
**⟨S²⟩**: 2.007
**2S+1**: 3

Record 4
Density functional theory data (the ωB97M-V functional and the def2-TZVPD basis) for C16H36BCl8LiO3 as an isolated structure at a distorted geometry.

Last column: Löwdin charge in e.
Element x y z (Å)
Li (0.423, -0.212, -0.172)  0.5515
B (-0.786, 0.319, 1.369)  -0.5159
H (-1.489, 0.477, 2.172)  -0.0487
H (-1.243, 0.554, 0.419)  -0.0495
H (0.078, 0.954, 1.490)  -0.0314
H (-0.492, -0.719, 1.346)  -0.0404
C (0.252, -3.196, -2.939)  -0.1749
C (-1.164, -3.308, -2.583)  -0.1547
C (-1.261, -2.376, -1.378)  -0.1955
O (0.046, -1.918, -1.145)  -0.2071
C (0.916, -2.918, -1.618)  -0.1928
H (0.449, -2.271, -3.482)  0.1212
H (0.645, -4.019, -3.535)  0.1259
H (-1.519, -4.315, -2.360)  0.1231
H (-1.777, -2.889, -3.381)  0.1169
H (-1.676, -2.880, -0.505)  0.1255
H (-1.935, -1.522, -1.448)  0.0726
H (1.095, -3.779, -0.974)  0.1351
H (1.900, -2.460, -1.717)  0.1095
C (4.515, -0.770, 0.832)  -0.1861
C (3.743, -1.600, 1.789)  -0.1669
C (2.291, -1.369, 1.414)  -0.2046
O (2.308, -0.695, 0.158)  -0.2116
C (3.681, -0.838, -0.385)  -0.1620
H (5.519, -1.185, 0.747)  0.1258
H (4.610, 0.288, 1.074)  0.1274
H (3.934, -1.282, 2.814)  0.1069
H (4.026, -2.651, 1.737)  0.1217
H (1.790, -0.747, 2.156)  0.0814
H (1.797, -2.336, 1.319)  0.1280
H (3.894, -0.021, -1.074)  0.1269
H (3.862, -1.742, -0.966)  0.1168
C (-0.130, 2.500, -3.213)  -0.1446
C (0.785, 3.364, -2.332)  -0.1423
C (0.810, 2.553, -1.055)  -0.1823
O (0.744, 1.190, -1.463)  -0.2251
C (0.326, 1.097, -2.815)  -0.1967
H (-0.091, 2.663, -4.291)  0.1197
H (-1.170, 2.598, -2.902)  0.0885
H (0.415, 4.367, -2.120)  0.1176
H (1.762, 3.475, -2.801)  0.1159
H (-0.061, 2.785, -0.442)  0.1023
H (1.755, 2.645, -0.519)  0.1351
H (-0.455, 0.351, -2.959)  0.0963
H (1.191, 0.888, -3.444)  0.1239
C (-3.722, -0.770, 1.653)  -0.9640
Cl (-5.164, -1.672, 0.935)  0.4323
Cl (-3.684, -0.831, 3.464)  0.4976
H (-2.825, -1.278, 1.298)  -0.0054
H (-3.706, 0.274, 1.341)  -0.0498
C (0.113, -0.298, 4.364)  -0.9862
Cl (-0.818, 0.264, 5.813)  0.4643
Cl (1.533, -1.167, 4.994)  0.5081
H (-0.420, -1.049, 3.780)  0.0172
H (0.426, 0.611, 3.849)  0.0176
C (-1.622, 3.510, 2.829)  -0.9957
Cl (-0.680, 4.656, 3.827)  0.4809
Cl (-2.164, 4.345, 1.375)  0.5160
H (-0.905, 2.756, 2.503)  -0.0138
H (-2.440, 3.143, 3.449)  0.0422
C (-3.522, 1.796, -1.267)  -0.9308
Cl (-4.990, 1.588, -0.248)  0.5327
Cl (-3.422, 0.484, -2.518)  0.5362
H (-3.610, 2.795, -1.694)  0.0285
H (-2.686, 1.793, -0.567)  -0.0101

**Gap between HOMO and LUMO**: 10.228 eV
**Net charge**: 0
**E_tot**: -124377.7394 eV